This record from the OMol25 dataset describes a gas-phase ion, C3H9N2O (charge +1) at a distorted geometry. The level of theory is ωB97M-V/def2-TZVPD.

Geometry as ORCA input:
```
! RIJCOSX wB97M-V def2-TZVPD def2/J DEFGRID3
* xyz 1 1
H -0.74717 1.24005 2.19767
H -0.43780 -3.17914 -0.73251
H -0.02763 -1.99073 -2.15023
C -0.07197 -2.08725 -1.02648
H 0.04665 -0.17451 1.41945
H -0.25166 2.12094 0.05958
H -0.32323 0.24436 -1.64924
N -0.08831 0.85028 1.57402
O 1.58300 0.52847 -0.55893
H 2.14386 0.34391 -1.25002
C 0.23062 0.12957 -0.71179
N -0.00007 -1.20591 -0.11383
H -1.62832 1.07807 0.24664
C -0.56821 1.09749 0.15180
H 0.87124 1.14230 1.72930
*
```

Output
HOMO = -14.88 eV
E_LUMO = -3.1 eV


This record from the OMol25 dataset describes 2 unconnected molecules or ions with the total composition C3H9N2O. The level of theory is ωB97M-V/def2-TZVPD.

Geometry as ORCA input:
```
! RIJCOSX wB97M-V def2-TZVPD def2/J DEFGRID3
* xyz 1 1
H -1.80311 0.03701 0.94018
O 0.54340 0.23321 -1.63944
H -1.96010 -1.47971 -0.83650
C -0.10734 -0.92188 1.75418
N 1.66388 2.13334 -1.21869
N -1.01797 -1.37727 -0.45312
C -1.01029 -0.68678 0.82558
H 0.03506 1.53098 -0.15483
C 0.70177 1.26422 -0.98635
H -0.56851 -2.29602 -0.38532
H 2.31569 1.96339 -1.97437
H -0.11507 -0.38204 2.68264
H 1.76566 2.97897 -0.68206
H -0.38853 -0.73804 -1.13213
H 0.67310 -1.65474 1.63227
*
```

Output
HOMO = -14.67 eV
E_LUMO = -2.9 eV


This record from the OMol25 dataset describes 2 unconnected molecules or ions with the total composition C3H9N2O at a distorted geometry. The level of theory is ωB97M-V/def2-TZVPD.

Geometry as ORCA input:
```
! RIJCOSX wB97M-V def2-TZVPD def2/J DEFGRID3
* xyz 1 1
H 1.16154 1.31226 -0.48435
H 0.84015 -1.86415 1.10160
C -0.92346 -0.14142 -0.53124
H 0.19823 2.23089 0.70003
H -1.05334 -1.16344 -0.85521
C 0.74636 1.27001 0.48013
H -0.55959 0.27912 -1.40499
N 4.51013 -0.65523 -0.61889
H 1.54798 -0.95966 -0.54280
H -1.87013 0.28285 -0.31947
H 1.48734 1.23207 1.38850
N 0.10620 -0.02414 0.50760
O 3.89518 0.04998 0.01938
H -0.27135 -0.11728 1.41889
C 1.08973 -1.02621 0.45257
*
```

Output
HOMO (spin up / spin down) = -14.83 / -11.74 eV
E_LUMO (spin up / spin down) = -3.4 / -5.5 eV